Entry 1:
The following is a DFT calculation (ωB97M-V with the def2-TZVPD basis set) of a structure of composition C40H51ClN6O5SSeSr.

Geometry as XYZ:
```
106
Properties=species:S:1:pos:R:3
Sr 0.50301 -0.64241 -0.86502
C -1.10387 2.07978 3.95967
C -2.28171 1.74901 3.25860
C -2.51417 2.75724 2.30360
C -1.49640 3.72476 2.42475
C -0.61802 3.30460 3.44713
C 0.60362 4.00316 3.97476
C -1.39503 4.97113 1.58764
C -3.66639 2.78604 1.33908
C -3.20342 0.59143 3.51559
C -0.46902 1.31746 5.08998
H 1.53432 3.44865 3.77764
H 0.55600 4.14464 5.06204
H 0.72635 4.99620 3.53228
H -1.19025 4.75112 0.53020
H -0.59131 5.62526 1.94038
H -2.31590 5.56679 1.61222
H -3.70368 1.88459 0.71493
H -3.59851 3.64965 0.66856
H -4.63915 2.84225 1.84338
H -3.53269 0.11520 2.58507
H -4.11443 0.89878 4.04777
H -2.72764 -0.18047 4.12473
H 0.62270 1.27018 4.98458
H -0.83334 0.28609 5.13058
H -0.66538 1.76306 6.07687
C 2.25902 -0.85986 3.17307
C 2.69166 -2.14510 2.50882
C 2.75547 -3.32864 3.23482
C 3.17103 -4.50670 2.64109
C 3.51849 -4.51477 1.29899
C 3.45261 -3.35900 0.53741
C 3.76403 -3.36674 -0.93534
C 3.04992 -2.17718 1.16245
N 2.92976 -0.98413 0.39524
C 3.89893 -0.17448 0.29516
C 5.25652 -0.40087 0.90539
C 3.66704 1.10910 -0.44869
C 4.80980 2.08669 -0.53016
N 2.51068 1.31228 -0.92530
C 2.21643 2.55273 -1.56074
C 2.49026 2.73434 -2.91909
C 3.13974 1.65006 -3.73446
C 2.14881 3.95369 -3.49169
C 1.56876 4.96309 -2.73758
C 1.31850 4.75875 -1.39095
C 1.63073 3.55025 -0.78324
C 1.33092 3.30357 0.66906
H 1.59536 -1.06380 4.01304
H 1.74001 -0.19099 2.48502
H 3.12052 -0.30906 3.56372
H 2.44947 -3.32087 4.27453
H 3.19249 -5.42538 3.21316
H 3.80958 -5.44248 0.81991
H 4.05261 -4.36581 -1.26061
H 4.57786 -2.67866 -1.18307
H 2.88120 -3.06429 -1.50298
H 5.29752 -1.36643 1.40040
H 5.48172 0.38140 1.63393
H 6.03095 -0.35940 0.13625
H 5.12817 2.38328 0.47198
H 4.51306 2.97331 -1.08159
H 5.67036 1.63045 -1.02499
H 2.46816 0.79120 -3.81222
H 4.07563 1.30715 -3.28097
H 3.35882 2.00560 -4.74063
H 2.34095 4.10540 -4.54752
H 1.30211 5.90449 -3.20261
H 0.84563 5.53236 -0.79762
H 0.98814 4.21206 1.15294
H 2.20858 2.93890 1.21026
H 0.53223 2.56587 0.78792
C -0.11504 -5.26529 -1.11871
C 0.24704 -4.03150 -0.29738
O 0.31119 -4.12958 0.92717
O 0.45348 -2.96752 -0.98405
H -0.38617 -6.09423 -0.46867
H 0.74293 -5.54692 -1.73416
H -0.93832 -5.02563 -1.79247
Se -6.18734 -0.23841 -3.32988
C -5.91825 -1.45887 -2.02051
N -5.74365 -2.24188 -1.18113
O 0.22272 -0.50715 -5.83490
S -0.36052 -0.80991 -4.51462
N 0.36744 -0.42301 -3.29745
Cl -1.57871 -3.08633 4.34282
C -2.01825 -2.56664 2.74536
C -3.20562 -2.97742 2.16919
C -3.50275 -2.52463 0.89154
C -2.58479 -1.70173 0.26387
N -1.43745 -1.31226 0.82009
C -1.16893 -1.72392 2.05401
H -3.88004 -3.62929 2.70786
H -4.41882 -2.78509 0.37770
H -2.77791 -1.35739 -0.74696
H -0.24444 -1.39302 2.50696
N -3.87604 2.38653 -2.56316
C -3.04989 1.31955 -2.01117
C -1.70593 1.88441 -1.60159
O -1.41409 3.04579 -2.14808
O -0.95659 1.32828 -0.82310
H -4.56622 1.96363 -3.17778
H -2.22194 3.27804 -2.66942
H -4.40509 2.81547 -1.81010
H -2.85700 0.56888 -2.78222
H -3.48759 0.79839 -1.15996
```

Computed properties:
HOMO-LUMO gap, hartree: 0.1561
Net charge: -2
Max |F|, eV/A: 0.548
Calculated total energy, eV: -151031.6798

***

Entry 2:
The following is a DFT calculation (ωB97M-V with the def2-TZVPD basis set) of a structure of composition C30H29Cl2N4OW.

Geometry as XYZ:
```
67
Properties=species:S:1:pos:R:3
W 0.61262 0.02396 -0.61966
C -2.63236 -2.11065 1.71882
C -1.80707 -1.79875 0.51107
N -0.99340 -0.70655 0.51345
N -1.22247 0.21090 1.54828
C -0.30269 1.10027 1.70646
O 0.84792 1.09512 1.02330
C -0.44167 2.13144 2.75200
C 0.50501 3.14719 2.84638
C 0.37173 4.13229 3.81281
C -0.70304 4.10522 4.68852
C -1.64784 3.08979 4.59856
C -1.52209 2.10754 3.63314
C -1.73337 -2.59101 -0.63201
C -1.60469 -3.93402 -1.17917
C -0.81675 -4.33308 -2.21017
C 0.23496 -3.77845 -3.20013
C 0.54497 -2.47547 -3.28851
N -1.09392 -1.86750 -1.57131
H -2.46602 -1.36868 2.48962
H -2.38541 -3.10107 2.10811
H -3.69120 -2.11267 1.45910
H 1.33467 3.16643 2.15333
H 1.10437 4.92559 3.87828
H -0.81172 4.87977 5.43609
H -2.48660 3.06816 5.28142
H -2.25566 1.31830 3.54581
H -2.17554 -4.73365 -0.71424
H -0.92874 -5.39542 -2.40088
H 0.65556 -4.54106 -3.83717
H 1.07336 -0.52580 -2.75183
C 3.20368 1.82279 -1.65504
C 2.96053 0.32837 -1.84490
C 3.91018 -0.29242 -2.86482
C 2.90588 -0.46772 -0.46923
C 2.18696 -1.71651 -0.34094
C 1.75424 -2.13620 0.93475
C 2.15812 -1.46643 2.08759
C 1.63703 -1.88318 3.42920
C 3.06942 -0.41443 1.95191
C 3.40371 0.10176 0.71161
H 3.05522 2.33071 -2.60791
H 4.23091 2.00978 -1.33790
H 2.52083 2.27347 -0.93273
H 1.94752 0.21405 -2.32023
H 4.92312 -0.30255 -2.46169
H 3.90033 0.28343 -3.78990
H 3.62549 -1.31819 -3.10499
H 2.10550 -2.38911 -1.19066
H 1.20414 -3.06732 1.00435
H 0.60393 -1.54289 3.53870
H 2.21982 -1.44456 4.23639
H 1.64328 -2.96773 3.53803
H 3.47821 0.04843 2.84086
H 4.04457 0.97115 0.65404
Cl -0.11623 -1.26814 -2.46584
C -0.88497 -0.06032 -3.45161
C -1.19840 -0.12635 -4.79831
C -2.08856 0.79000 -5.30666
C -2.56702 1.80706 -4.47714
C -2.08558 1.96268 -3.19473
Cl -2.63292 3.27218 -2.21740
C -1.10076 1.10971 -2.63699
N -0.43957 1.37753 -1.46123
H -0.82654 -0.95503 -5.38920
H -2.41111 0.72207 -6.33486
H -3.30241 2.50754 -4.84819
```

Computed properties:
HOMO-LUMO gap (alpha / beta), hartree: 0.1712 / 0.1858
Net charge: +1
Max |F|, eV/A: 3.877
Calculated total energy, eV: -66434.0773
Multiplicity: 3

***

Entry 3:
The following is a DFT calculation (ωB97M-V with the def2-TZVPD basis set) of the ion C6H8N with charge +1.

Geometry as XYZ:
```
15
Properties=species:S:1:pos:R:3
N -2.72082 -0.62429 -0.04934
C -1.84585 0.25465 0.00588
C -0.72621 0.82466 0.20909
C 0.42123 1.71709 0.01153
C 0.62992 0.25695 0.15285
C 1.56760 -0.62574 0.80974
C 1.30371 -0.82703 -0.65662
H -3.03893 -0.84565 -1.08603
H -3.26094 -0.97249 0.65205
H 0.53251 2.26641 -0.87036
H 0.71268 2.28119 0.95090
H 1.02715 -1.47921 1.24449
H 2.53731 -0.15466 1.03618
H 2.05664 -0.38805 -1.42313
H 0.80401 -1.68383 -0.98722
```

Computed properties:
HOMO-LUMO gap, hartree: 0.3648
Net charge: +1
Max |F|, eV/A: 6.488
Calculated total energy, eV: -7830.2055
SMILES: [NH2+]=C=C1CC12CC2

***

Results for ΔE to the lowest compared entry with this formula, charge and spin: 0.000, 21.000, 5.483 (in eV, following the order of the records).